C22H38N2 in the gas phase. Source: the OMol25 dataset; level of theory: the ωB97M-V functional and the def2-TZVPD basis.

Computed properties:
- charge = 0
- spin multiplicity = 1
- SMILES = CC(C)=CCC/C(C)=C/CNCCN[C@H]1[C@@H]2C[C@H]3C[C@@H](C2)C[C@@H]1C3
- relative energy (zero: lowest compared OMol25 entry of this formula, charge and spin) (kcal per mole) = 6.5
- electronic energy (Eh) = -970.58499
- gap between HOMO and LUMO (eV) = 9.29

XYZ file:
```
62
Properties=species:S:1:pos:R:3:forces:R:3:nbo_charge:R:1
C 6.178 2.594 -1.448 -0.03 -0.17 0.05 -0.631
C 6.152 1.793 -0.178 0.09 0.14 -0.12 0.030
C 6.110 2.628 1.067 0.01 -0.22 -0.03 -0.652
C 6.153 0.466 -0.200 0.15 -0.12 0.04 -0.199
C 6.092 -0.449 0.986 -0.15 0.11 0.12 -0.428
C 4.636 -0.679 1.438 0.10 -0.02 -0.09 -0.418
C 3.817 -1.320 0.350 -0.02 0.11 0.16 0.037
C 3.930 -2.814 0.268 -0.07 0.13 -0.11 -0.660
C 3.073 -0.583 -0.468 -0.12 0.03 -0.13 -0.225
C 2.202 -1.110 -1.580 0.07 -0.22 0.01 -0.256
N 0.984 -1.779 -1.136 -0.14 -0.20 -0.03 -0.616
C 0.082 -0.918 -0.394 -0.12 -0.21 0.16 -0.225
C -1.176 -1.698 -0.005 0.21 0.19 -0.20 -0.212
N -2.105 -0.852 0.722 -0.17 -0.19 0.35 -0.638
C -2.965 -0.014 -0.096 -0.07 0.13 0.07 -0.045
C -3.475 1.186 0.716 0.21 0.19 -0.06 -0.213
C -4.176 2.161 -0.230 -0.05 -0.07 0.00 -0.400
C -5.367 1.463 -0.887 -0.16 0.21 -0.20 -0.219
C -6.351 1.014 0.192 0.05 -0.02 -0.01 -0.398
C -5.653 0.042 1.142 -0.23 -0.08 0.22 -0.224
C -4.459 0.737 1.795 0.02 -0.07 -0.09 -0.406
C -5.167 -1.174 0.355 0.06 0.06 0.03 -0.397
C -4.180 -0.727 -0.722 0.19 -0.20 -0.20 -0.232
C -4.880 0.245 -1.671 -0.01 0.03 0.04 -0.400
H 5.327 3.274 -1.482 -0.06 0.12 -0.06 0.208
H 7.084 3.198 -1.496 0.05 0.10 -0.03 0.210
H 6.144 1.949 -2.322 0.00 -0.02 -0.10 0.213
H 5.128 3.090 1.169 -0.07 0.10 0.04 0.217
H 6.303 2.042 1.961 0.00 0.00 0.14 0.212
H 6.846 3.428 1.007 0.04 0.09 0.04 0.214
H 6.158 -0.033 -1.160 -0.01 0.06 -0.18 0.197
H 6.655 -0.037 1.826 0.05 -0.08 0.00 0.209
H 6.543 -1.407 0.723 0.08 -0.01 0.07 0.204
H 4.202 0.285 1.709 -0.01 0.00 0.06 0.210
H 4.638 -1.320 2.323 -0.06 0.03 0.08 0.204
H 3.621 -3.192 -0.703 -0.02 -0.12 -0.07 0.214
H 4.956 -3.126 0.454 0.07 -0.10 0.00 0.215
H 3.303 -3.277 1.033 0.00 -0.09 0.06 0.218
H 3.048 0.488 -0.318 0.07 0.16 0.14 0.199
H 1.897 -0.283 -2.227 0.08 -0.08 -0.05 0.196
H 2.754 -1.829 -2.193 0.00 0.14 -0.05 0.198
H 1.237 -2.574 -0.555 0.00 0.06 -0.06 0.345
H -0.184 -0.083 -1.047 -0.02 0.06 0.04 0.180
H 0.531 -0.499 0.521 -0.09 0.01 -0.09 0.174
H -0.880 -2.521 0.652 -0.02 -0.02 -0.05 0.188
H -1.609 -2.139 -0.917 0.05 -0.01 0.07 0.171
H -2.672 -1.413 1.347 0.10 0.03 -0.01 0.357
H -2.338 0.370 -0.908 -0.05 0.03 -0.01 0.195
H -2.615 1.672 1.187 0.00 -0.05 -0.05 0.219
H -3.478 2.506 -0.996 0.04 0.06 -0.03 0.203
H -4.521 3.035 0.328 0.01 0.08 0.00 0.204
H -5.867 2.159 -1.570 0.03 -0.04 0.04 0.209
H -6.714 1.881 0.748 -0.06 0.04 0.02 0.204
H -7.214 0.527 -0.270 -0.07 0.00 -0.01 0.203
H -6.358 -0.282 1.917 0.05 0.02 -0.05 0.208
H -3.963 0.063 2.495 0.01 -0.02 0.12 0.204
H -4.802 1.608 2.359 0.03 0.01 0.08 0.207
H -6.015 -1.677 -0.115 0.00 -0.07 0.01 0.207
H -4.698 -1.894 1.032 -0.04 -0.08 0.02 0.195
H -3.834 -1.602 -1.286 0.01 0.06 0.03 0.210
H -4.190 0.560 -2.458 0.01 0.00 -0.07 0.205
H -5.729 -0.251 -2.150 -0.02 -0.02 -0.07 0.204
```
Forces are in eV/Å.

=====

A molecular structure, C22H38N2O8P2S4 at a distorted geometry. Source: the OMol25 dataset; level of theory: the ωB97M-V functional and the def2-TZVPD basis.

Computed properties:
- charge = 0
- spin multiplicity = 1
- electronic energy (Eh) = -3847.96786
- gap between HOMO and LUMO (eV) = 7.08

XYZ file:
```
76
Properties=species:S:1:pos:R:3:forces:R:3:mulliken_charge:R:1
C 5.939 -2.869 1.586 0.10 -0.05 -0.33 -1.085
C 5.123 -2.536 0.292 -0.12 0.60 1.39 -0.422
C 4.683 -1.057 0.276 -0.64 -1.36 -0.22 -0.291
O 3.911 -0.864 1.477 0.19 0.85 -0.24 -0.096
C 3.437 0.483 1.566 0.47 0.09 0.76 -1.904
C 1.912 0.556 1.681 0.68 -0.29 -0.05 0.817
C 1.213 -0.166 2.765 0.01 0.70 -1.45 -0.244
S 2.221 -1.086 3.937 1.07 -1.19 2.89 1.671
C 2.562 -2.699 3.185 -0.58 0.54 -1.57 -1.048
O 1.526 -1.380 5.173 -1.14 -0.15 -0.78 -0.775
O 3.436 -0.390 4.274 0.25 0.43 -1.60 -0.671
C -0.166 -0.142 2.843 0.41 -0.88 0.87 0.307
C -0.888 -0.936 3.932 -0.71 0.53 0.56 -1.081
C -2.427 -0.875 3.966 -0.48 -0.87 -0.25 -1.362
C -2.994 -1.841 2.870 0.16 0.85 -0.33 -0.766
P -4.765 -1.547 2.539 -1.01 -0.74 1.61 0.759
O -5.546 -1.821 3.753 0.04 0.05 0.14 -0.816
O -5.292 -2.613 1.403 1.78 1.16 -0.03 -0.424
C -4.324 -2.719 0.321 -0.68 -0.24 -0.86 0.034
C -5.006 -3.369 -0.911 0.54 0.02 0.47 -1.342
O -5.031 -0.013 2.046 0.11 -1.60 -0.49 -0.284
C -6.407 0.098 1.583 -0.44 0.44 -0.97 -0.491
C -6.406 0.106 0.034 -0.26 -0.20 0.73 -0.709
C -0.857 0.638 1.867 -0.56 1.26 -1.35 0.353
N -2.176 0.839 1.747 -0.25 -0.41 0.19 -0.182
S -2.481 1.763 0.486 0.72 0.02 0.13 0.104
N -0.952 2.053 -0.028 -0.98 -0.33 0.48 -0.652
C -0.191 1.380 0.818 1.52 -0.76 0.73 0.716
C 1.243 1.299 0.752 -0.58 1.08 0.03 -0.027
P 2.036 2.246 -0.612 0.91 -1.77 -0.87 0.105
S 2.588 0.979 -2.014 -0.30 0.23 -0.06 -0.470
H 6.060 -1.990 2.237 -0.01 -0.22 -0.29 0.307
H 5.419 -3.630 2.189 0.28 0.17 -0.24 0.215
H 6.935 -3.262 1.331 -0.29 0.12 0.19 0.343
H 4.187 -3.112 0.382 0.35 0.04 -0.64 0.215
H 5.683 -2.773 -0.620 -0.31 -0.05 0.18 0.474
H 3.975 -0.928 -0.558 0.61 0.33 -0.02 0.019
H 5.541 -0.368 0.213 -0.30 -0.09 0.11 0.354
H 3.851 0.961 2.474 -0.04 -0.34 -0.30 0.331
H 3.857 1.029 0.714 -0.58 -0.03 0.08 0.590
H 2.447 -2.536 2.100 0.18 -0.15 0.39 0.267
H 3.602 -3.001 3.341 -0.34 0.22 0.40 0.358
H 1.804 -3.436 3.470 0.32 0.31 0.44 0.390
H -0.595 -1.999 3.898 0.02 0.42 -0.09 0.323
H -0.514 -0.580 4.904 -0.08 -0.11 -0.43 0.679
H -2.856 0.130 3.889 0.33 -0.24 -0.07 0.493
H -2.790 -1.288 4.921 0.33 0.25 -0.20 0.468
H -2.922 -2.865 3.271 -0.29 0.22 -0.29 0.587
H -2.369 -1.792 1.965 -0.26 0.04 0.20 0.590
H -3.468 -3.348 0.607 -0.27 0.32 0.21 0.319
H -3.961 -1.704 0.075 -0.05 -0.37 0.00 0.274
H -6.096 -3.412 -0.788 0.33 0.23 -0.10 0.322
H -4.717 -2.801 -1.806 -0.31 -0.34 0.13 0.318
H -4.643 -4.404 -0.998 -0.22 0.31 -0.18 0.361
H -6.833 1.026 1.991 0.40 -0.25 -0.06 0.429
H -7.037 -0.733 1.931 0.34 0.23 0.18 0.367
H -5.526 0.664 -0.313 -0.41 -0.06 -0.12 0.121
H -6.373 -0.932 -0.324 0.18 0.35 -0.03 0.073
H -7.348 0.540 -0.334 0.42 0.04 0.02 0.415
H 3.220 2.806 -0.082 -0.67 0.54 0.21 0.117
H 1.181 3.254 -1.097 0.10 0.05 0.64 0.151
C 0.966 3.072 -7.027 0.01 0.11 -0.03 -0.623
C 2.333 3.725 -7.264 0.00 -0.09 -0.02 -0.626
C 2.477 4.870 -6.255 0.23 0.00 -0.39 -0.649
S 1.479 4.412 -4.833 0.04 -0.32 -0.19 1.133
O 0.388 5.346 -4.715 0.07 0.05 0.19 -0.676
O 2.343 4.108 -3.722 -0.12 0.31 0.29 -0.615
C 0.852 2.885 -5.517 -0.10 -0.27 -0.30 -0.628
H 0.874 2.124 -7.555 -0.01 0.01 0.02 0.337
H 0.173 3.735 -7.382 -0.01 -0.03 0.02 0.311
H 3.122 2.988 -7.098 -0.03 0.01 0.02 0.307
H 2.435 4.088 -8.286 0.01 0.01 0.03 0.316
H 3.508 5.005 -5.938 -0.08 0.08 0.15 0.344
H 2.085 5.806 -6.650 -0.07 0.00 0.12 0.348
H -0.169 2.723 -5.178 0.05 0.10 0.14 0.414
H 1.497 2.077 -5.169 0.00 0.07 0.11 0.314
```
Forces are in eV/Å.

=====

6 unconnected molecules or ions with the total composition C22H38N3O12S at a distorted geometry. Source: the OMol25 dataset; level of theory: the ωB97M-V functional and the def2-TZVPD basis.

Computed properties:
- charge = +1
- spin multiplicity = 1
- electronic energy (Eh) = -2326.21885
- gap between HOMO and LUMO (eV) = 6.34

XYZ file:
```
76
Properties=species:S:1:pos:R:3:forces:R:3:mulliken_charge:R:1
C 4.324 -0.087 1.223 0.16 -0.09 0.12 -0.989
S 3.410 1.058 0.247 0.29 1.22 -0.87 1.307
O 3.072 0.516 -1.038 0.21 0.47 1.02 -0.570
O 3.923 2.402 0.413 -0.69 -1.60 -0.14 -0.657
N 1.850 1.193 1.116 -0.54 -0.59 -0.07 -0.158
C 0.911 0.284 1.161 -0.07 -0.06 -0.15 -0.126
N 1.258 -1.005 0.690 0.20 0.78 0.62 -0.322
N -0.367 0.572 1.646 0.90 -0.05 -0.39 -0.124
H 5.062 0.498 1.773 -0.04 -0.12 -0.09 0.375
H 4.788 -0.772 0.509 0.03 0.06 0.16 0.367
H 3.667 -0.630 1.906 0.07 0.08 -0.25 0.402
H 1.669 2.096 1.545 0.02 0.15 -0.18 0.322
H 0.994 -1.691 1.393 -0.28 -0.06 0.00 0.292
H 0.725 -1.226 -0.147 -0.05 0.03 -0.13 0.273
H -0.771 1.384 1.186 0.09 0.18 0.11 0.333
H -0.411 0.674 2.670 -0.41 -0.34 0.14 0.249
O -2.884 1.000 -2.740 0.06 -0.15 0.43 -0.531
C -1.850 1.491 -3.073 0.03 0.22 -0.36 0.443
O -0.903 1.923 -2.183 -0.03 -0.10 -0.06 -0.343
C 0.144 2.618 -2.900 0.09 0.03 0.03 -0.222
C 0.107 2.067 -4.319 -0.10 -0.01 0.05 -0.532
C -1.379 1.774 -4.485 0.14 -0.01 0.04 -0.423
H -0.067 3.688 -2.858 -0.05 0.01 -0.05 0.273
H 1.084 2.428 -2.393 0.08 -0.06 0.11 0.127
H 0.509 2.764 -5.050 -0.03 0.04 0.02 0.346
H 0.686 1.146 -4.378 0.02 -0.03 0.01 0.251
H -1.928 2.648 -4.841 -0.05 -0.02 -0.04 0.290
H -1.612 0.932 -5.130 -0.06 0.02 -0.03 0.317
O 7.895 -0.635 -1.322 -0.05 -0.07 0.06 -0.580
C 7.743 0.380 -1.937 -0.02 0.04 0.06 0.437
O 8.622 0.822 -2.856 0.05 0.01 -0.04 -0.362
C 8.225 2.114 -3.357 -0.05 0.05 -0.01 -0.423
C 6.722 2.201 -3.094 0.06 -0.14 0.03 -0.665
C 6.593 1.361 -1.825 -0.06 0.11 -0.18 0.308
H 8.786 2.876 -2.813 -0.01 0.01 0.01 0.243
H 8.493 2.160 -4.408 0.01 -0.04 -0.01 0.349
H 6.362 3.223 -3.000 0.06 0.02 0.04 0.352
H 6.180 1.722 -3.910 -0.01 0.01 -0.01 0.299
H 6.744 1.953 -0.920 -0.03 0.01 0.02 0.260
H 5.657 0.813 -1.747 -0.02 0.01 0.03 -0.218
O -7.165 -3.711 -5.071 -0.04 -0.04 0.00 -0.563
C -6.535 -3.040 -4.313 0.00 -0.04 0.06 0.448
O -5.599 -2.156 -4.742 0.17 0.08 -0.12 -0.367
C -4.914 -1.557 -3.631 -0.21 0.05 0.09 -0.215
C -5.887 -1.690 -2.459 -0.02 -0.11 -0.11 0.208
C -6.607 -2.994 -2.797 0.00 0.22 -0.03 -0.502
H -3.974 -2.095 -3.483 -0.02 -0.02 0.11 0.213
H -4.695 -0.523 -3.878 0.05 0.00 -0.08 0.174
H -5.412 -1.690 -1.484 0.07 -0.05 0.00 -0.316
H -6.594 -0.860 -2.492 0.00 0.02 0.02 0.332
H -6.090 -3.868 -2.398 -0.01 -0.03 0.00 0.275
H -7.645 -3.030 -2.481 0.00 -0.08 0.04 0.328
O -5.538 -3.418 2.374 -0.02 -0.05 0.06 -0.567
C -4.905 -2.445 2.106 0.01 -0.07 -0.06 0.247
O -5.101 -1.751 0.954 0.05 0.10 -0.06 -0.316
C -4.135 -0.692 0.832 0.04 -0.03 0.10 -0.391
C -3.669 -0.416 2.259 -0.13 -0.01 -0.02 0.311
C -3.792 -1.792 2.904 -0.07 0.19 -0.07 -0.269
H -3.324 -1.043 0.187 0.02 0.02 0.02 0.233
H -4.612 0.160 0.354 -0.06 -0.04 -0.03 0.347
H -2.669 -0.003 2.308 0.00 -0.01 -0.03 -0.401
H -4.353 0.285 2.737 0.00 0.00 0.02 0.294
H -2.890 -2.393 2.769 0.01 -0.02 0.03 0.231
H -4.047 -1.776 3.959 0.03 -0.06 0.03 0.338
O -1.219 0.084 4.348 0.21 0.00 -0.15 -0.616
C -0.363 -0.153 5.162 0.03 -0.04 0.15 0.519
O 0.777 0.565 5.198 0.09 -0.09 -0.10 -0.356
C 1.671 0.037 6.213 0.03 -0.07 0.07 -0.405
C 0.769 -0.738 7.166 -0.09 0.04 -0.08 -0.547
C -0.337 -1.223 6.226 0.02 0.24 0.18 -0.436
H 2.399 -0.608 5.717 -0.01 -0.01 0.00 0.238
H 2.190 0.875 6.668 -0.04 0.04 -0.02 0.327
H 1.294 -1.532 7.689 0.01 -0.03 -0.04 0.342
H 0.349 -0.061 7.910 0.01 0.00 0.02 0.280
H -0.095 -2.173 5.745 -0.01 -0.02 -0.01 0.262
H -1.314 -1.311 6.692 -0.03 -0.07 -0.05 0.351
```
Forces are in eV/Å.